(1)
Below is a molecular structure, C37H41BrN4O2S2SbZn, with properties calculated with ωB97M-V/def2-TZVPD.

Last column: Löwdin charge in e.
Geometry (Å):
Zn (-0.503, -0.058, -0.097)  0.224
O (1.867, -2.621, 4.094)  0.060
C (1.614, -3.622, 3.187)  -0.300
C (1.958, -4.912, 3.565)  -0.015
C (1.723, -5.965, 2.696)  -0.073
C (1.144, -5.736, 1.450)  -0.073
C (0.805, -4.442, 1.089)  -0.026
C (1.038, -3.373, 1.945)  -0.126
C (0.613, -1.971, 1.560)  -0.434
O (-0.204, -1.880, 0.478)  -0.301
N (1.851, -1.161, 1.316)  0.037
N (1.722, -0.098, 0.529)  -0.064
C (2.692, 0.700, 0.300)  -0.190
C (2.574, 1.822, -0.637)  -0.630
Br (1.237, 1.650, -1.991)  0.789
C (3.371, 2.882, -0.703)  -0.109
C (4.414, 3.231, 0.286)  -0.223
C (5.607, 3.802, -0.159)  -0.032
C (6.599, 4.156, 0.740)  -0.068
C (6.409, 3.961, 2.102)  -0.073
C (5.217, 3.418, 2.561)  -0.070
C (4.225, 3.058, 1.660)  -0.054
H (1.457, -1.798, 3.806)  0.080
H (2.402, -5.070, 4.542)  0.126
H (1.993, -6.972, 2.995)  0.109
H (0.967, -6.559, 0.767)  0.104
H (0.365, -4.220, 0.126)  0.089
H (0.113, -1.528, 2.447)  0.128
H (2.759, -1.441, 1.656)  0.152
H (3.661, 0.563, 0.777)  0.136
H (3.264, 3.552, -1.550)  0.110
H (5.758, 3.960, -1.222)  0.119
H (7.523, 4.589, 0.378)  0.110
H (7.181, 4.246, 2.805)  0.109
H (5.053, 3.287, 3.623)  0.107
H (3.281, 2.669, 2.026)  0.097
S (-3.054, -0.620, 0.530)  0.714
C (-2.932, -2.029, -0.350)  -0.656
N (-3.578, -3.146, -0.040)  -0.076
C (-3.554, -4.324, -0.909)  -0.089
C (-2.192, -4.467, -1.500)  -0.083
N (-1.814, -3.224, -2.183)  -0.057
C (-0.978, -3.397, -3.400)  -0.097
C (0.378, -3.971, -3.060)  -0.214
C (0.659, -5.320, -3.248)  -0.045
C (1.908, -5.830, -2.915)  -0.071
C (2.884, -4.989, -2.396)  -0.074
C (2.611, -3.639, -2.216)  -0.066
C (1.363, -3.130, -2.543)  -0.034
C (-2.056, -2.057, -1.632)  -0.628
S (-1.445, -0.621, -2.278)  0.696
C (-4.327, -3.318, 1.225)  -0.100
C (-3.517, -4.197, 2.150)  -0.210
C (-3.845, -5.534, 2.348)  -0.053
C (-3.033, -6.350, 3.131)  -0.067
C (-1.885, -5.831, 3.714)  -0.065
C (-1.554, -4.493, 3.524)  -0.060
C (-2.367, -3.680, 2.749)  -0.018
H (-4.330, -4.240, -1.674)  0.148
H (-3.761, -5.198, -0.298)  0.126
H (-2.167, -5.279, -2.222)  0.137
H (-1.466, -4.684, -0.716)  0.130
H (-0.873, -2.428, -3.866)  0.076
H (-1.529, -4.050, -4.075)  0.136
H (-0.093, -5.977, -3.679)  0.113
H (2.121, -6.881, -3.069)  0.108
H (3.859, -5.385, -2.138)  0.109
H (3.370, -2.981, -1.809)  0.108
H (1.143, -2.077, -2.390)  0.092
H (-5.294, -3.761, 0.992)  0.136
H (-4.485, -2.337, 1.651)  0.075
H (-4.750, -5.942, 1.905)  0.115
H (-3.299, -7.389, 3.284)  0.108
H (-1.249, -6.465, 4.320)  0.110
H (-0.657, -4.088, 3.977)  0.101
H (-2.104, -2.639, 2.583)  0.097
C (0.034, 1.864, 3.616)  -0.296
Sb (-0.745, 2.065, 1.645)  1.320
C (-2.740, 2.611, 2.137)  -0.314
C (0.035, 3.988, 1.185)  -0.291
H (-0.127, 2.806, 4.142)  0.018
H (1.101, 1.639, 3.585)  -0.002
H (-0.491, 1.060, 4.134)  0.010
H (-2.723, 3.423, 2.864)  0.018
H (-3.262, 1.751, 2.556)  -0.003
H (-3.259, 2.935, 1.234)  0.016
H (-0.307, 4.686, 1.952)  0.019
H (-0.328, 4.304, 0.207)  0.014
H (1.126, 3.958, 1.170)  -0.007

Forces on atoms 1 to 3 (eV/Å):
Zn -0.2 -0.1 0.1
O 0.0 -0.1 0.0
C 0.2 0.1 0.0

Calculated values
- HOMO-LUMO gap (eV) = 7.037
- total charge = +1
- E_LUMO (eV) = -3.46
- E_HOMO (hartree) = -0.3858

(2)
Below is a molecular structure, C37H41Cl5GeN3O3PV at a distorted geometry, with properties calculated with ωB97M-V/def2-TZVPD.

Last column: Mulliken spin population.
Geometry (Å):
V (-18.245, 4.684, 8.168)  2.135
C (-21.530, 8.299, 12.332)  0.000
C (-20.186, 8.271, 12.001)  0.001
C (-19.725, 7.160, 11.328)  0.003
C (-20.546, 6.119, 10.975)  0.002
C (-21.926, 6.200, 11.335)  -0.005
C (-22.415, 7.268, 12.063)  0.000
P (-19.837, 4.641, 10.191)  -0.005
C (-19.925, 3.496, 11.579)  0.013
C (-19.852, 2.129, 11.142)  0.000
C (-19.786, 1.063, 12.061)  0.001
C (-20.021, 1.244, 13.456)  -0.002
C (-20.149, 2.543, 13.841)  0.001
C (-20.096, 3.650, 12.946)  -0.004
C (-20.962, 4.087, 8.825)  -0.067
C (-22.251, 3.517, 8.868)  -0.002
C (-22.840, 3.099, 7.685)  0.000
C (-22.181, 3.332, 6.486)  -0.005
C (-20.989, 4.005, 6.474)  -0.078
C (-20.285, 4.229, 7.650)  0.022
H (-21.783, 9.207, 12.877)  0.000
H (-19.487, 9.050, 12.330)  0.000
H (-18.614, 7.147, 11.107)  -0.009
H (-22.661, 5.332, 11.202)  0.000
H (-23.449, 7.358, 12.418)  0.000
H (-19.746, 1.874, 10.081)  0.002
H (-19.439, 0.090, 11.706)  0.000
H (-19.978, 0.517, 14.208)  0.000
H (-20.370, 2.814, 14.888)  0.000
H (-20.250, 4.604, 13.360)  0.000
H (-22.763, 3.367, 9.791)  0.000
H (-23.796, 2.625, 7.682)  0.000
H (-22.641, 3.005, 5.540)  0.000
H (-20.663, 4.234, 5.474)  -0.004
Cl (-14.596, 6.867, 10.600)  0.001
C (-16.060, 7.620, 9.949)  0.051
C (-16.367, 9.005, 10.303)  -0.015
C (-17.539, 9.526, 9.856)  0.020
Cl (-18.022, 11.104, 10.376)  0.001
C (-18.304, 8.865, 8.899)  0.010
C (-19.437, 9.446, 8.230)  0.027
C (-20.254, 8.622, 7.509)  -0.017
C (-19.902, 7.248, 7.358)  0.046
N (-18.834, 6.747, 7.914)  -0.021
C (-18.057, 7.494, 8.685)  -0.044
C (-16.866, 6.836, 9.174)  0.008
O (-16.771, 5.578, 8.879)  -0.077
H (-15.644, 9.557, 10.898)  0.000
H (-19.657, 10.480, 8.377)  0.001
H (-21.237, 8.955, 7.125)  0.001
H (-20.587, 6.535, 6.866)  -0.001
N (-17.616, 3.675, 5.314)  0.009
N (-17.102, 4.554, 6.315)  -0.003
H (-18.313, 3.060, 5.753)  0.000
H (-16.841, 3.001, 5.052)  0.000
H (-16.966, 5.493, 5.975)  -0.009
H (-16.198, 4.330, 6.694)  0.012
C (-15.188, 11.952, 8.533)  0.002
C (-14.410, 11.238, 7.415)  0.008
C (-14.969, 9.859, 7.083)  -0.020
C (-14.229, 9.196, 5.895)  0.164
Ge (-15.225, 7.560, 5.580)  0.678
C (-13.958, 6.082, 5.134)  0.120
C (-12.602, 6.167, 5.878)  -0.017
C (-12.692, 6.160, 7.434)  0.066
C (-11.305, 5.893, 8.021)  0.006
H (-14.469, 12.788, 8.843)  0.000
H (-15.259, 11.308, 9.386)  0.000
H (-16.177, 12.317, 8.268)  0.000
H (-13.446, 11.184, 7.837)  0.002
H (-14.296, 11.927, 6.515)  0.000
H (-16.009, 9.963, 6.699)  -0.023
H (-14.955, 9.255, 7.956)  -0.003
H (-13.137, 8.953, 5.916)  -0.012
H (-14.337, 9.925, 5.055)  0.008
H (-16.062, 7.385, 6.827)  0.118
H (-13.821, 6.119, 4.051)  -0.023
H (-14.457, 5.129, 5.402)  -0.005
H (-12.052, 7.093, 5.639)  -0.001
H (-11.867, 5.465, 5.412)  0.003
H (-13.397, 5.418, 7.695)  -0.011
H (-12.953, 7.161, 7.862)  -0.042
H (-10.972, 4.803, 7.862)  0.001
H (-11.328, 6.016, 9.113)  0.000
H (-10.580, 6.625, 7.705)  -0.001
Cl (-15.688, 0.573, 7.708)  0.000
C (-17.260, 0.382, 8.409)  -0.001
Cl (-17.151, 0.001, 10.111)  0.000
Cl (-18.028, -1.075, 7.622)  0.000
C (-18.118, 1.612, 8.046)  0.016
O (-19.106, 1.426, 7.390)  0.012
O (-17.697, 2.802, 8.511)  -0.044

Forces on atoms 1 to 3 (eV/Å):
V -1.2 -2.2 -0.4
C 0.7 1.6 0.8
C -0.3 -0.2 0.2

Calculated values
- HOMO-LUMO gap (spin up / spin down) (eV) = 7.134 / 7.495
- E_LUMO (spin up / spin down) (eV) = -0.48 / -0.83
- E_HOMO (spin up / spin down) (hartree) = -0.2798 / -0.3061
- relative energy (zero: lowest compared OMol25 entry of this formula, charge and spin) (kJ/mol) = 228.5
- expectation value of S² = 3.772
- multiplicity = 4